Entry 1:
# CH2INS

2 unconnected molecules or ions with the total composition CH2INS at a distorted geometry (ωB97M-V/def2-TZVPD, OMol25).

**SMILES**: C#[N+][S-].I
**LUMO level**: -0.11 eV

Cartesian coordinates (Å):
I1 0.182 -3.658 -0.187
C1 -0.449 2.270 0.450
N1 -0.345 1.413 -0.392
H1 -1.108 2.658 1.169
S1 0.175 0.427 -1.445
H2 1.545 -3.111 0.404

Atomic charges from the Mulliken analysis, expressed in e, are listed below:
1 I -0.103
2 C -0.091
3 N -0.049
4 H 0.294
5 S -0.149
6 H 0.098

***

Entry 2:
# CH2IO3S

A gas-phase ion, CH2IO3S (charge -1) at a distorted geometry (ωB97M-V/def2-TZVPD, OMol25).

**SMILES**: O=S(=O)([O-])CI
**Charge**: -1
**LUMO level**: 2.91 eV

Cartesian coordinates (Å):
S1 -1.038 0.000 -0.422
O1 -1.662 1.211 -1.072
O2 -1.744 -0.287 0.862
H1 1.234 -1.050 0.221
H2 1.628 0.394 -0.605
C1 1.012 -0.068 0.216
O3 -0.719 -1.143 -1.244
I1 1.290 0.942 2.044

Atomic charges from the Mulliken analysis, expressed in e, are listed below:
1 S 1.003
2 O -0.594
3 O -0.615
4 H 0.374
5 H 0.338
6 C -0.859
7 O -0.606
8 I -0.040

***

Entry 3:
# CH2LiMgO

A molecular structure, CH2LiMgO at a distorted geometry (ωB97M-V/def2-TZVPD, OMol25).

**Multiplicity**: 2
**LUMO level (spin up / spin down)**: -0.11 / -1.32 eV

Cartesian coordinates (Å):
H1 0.820 0.741 0.559
Mg1 -1.733 0.255 2.038
C1 -0.234 0.371 0.425
H2 0.707 0.674 -1.500
Li1 0.673 -1.182 -1.561
O1 -0.233 -0.859 0.038

Atomic charges from the Mulliken analysis, expressed in e, are listed below:
1 H 0.239
2 Mg 0.219
3 C -0.254
4 H -0.398
5 Li 0.477
6 O -0.282

***

Entry 4:
# CH2N2

A single CH2N2 molecule at a distorted geometry (ωB97M-V/def2-TZVPD, OMol25).

**SMILES**: C1N=N1
**LUMO level**: 0.52 eV

Cartesian coordinates (Å):
H1 -1.211 -0.413 -0.045
H2 0.370 -0.974 -0.512
N1 0.490 1.059 -0.246
C1 -0.190 -0.231 -0.089
N2 0.541 0.558 0.892

Atomic charges from the Mulliken analysis, expressed in e, are listed below:
1 H 0.271
2 H 0.204
3 N -0.175
4 C -0.124
5 N -0.176

***

Entry 5:
# CH2N2O2

A single CH2N2O2 molecule at a distorted geometry (ωB97M-V/def2-TZVPD, OMol25).

**SMILES**: O=C1NN1O
**LUMO level**: 0.45 eV

Cartesian coordinates (Å):
N1 -0.038 -1.238 0.213
H1 0.848 1.433 -0.540
N2 0.327 0.093 0.837
O1 -1.998 0.267 -0.178
H2 0.570 -1.311 -0.668
C1 -0.951 -0.104 0.188
O2 1.241 0.861 0.148

Atomic charges from the Mulliken analysis, expressed in e, are listed below:
1 N -0.339
2 H 0.329
3 N -0.056
4 O -0.388
5 H 0.293
6 C 0.521
7 O -0.361

***

Entry 6:
# CH2N2O2

2 unconnected molecules or ions with the total composition CH2N2O2 at a distorted geometry (ωB97M-V/def2-TZVPD, OMol25).

**SMILES**: O=NO.C#N
**LUMO level**: 0.35 eV

Cartesian coordinates (Å):
H1 0.234 -1.448 -0.335
C1 1.149 1.102 0.232
N1 1.364 0.025 -0.038
N2 -1.642 -0.598 -0.254
H2 0.841 2.200 0.514
O1 -0.707 -1.513 -0.645
O2 -1.239 0.232 0.526

Atomic charges from the Mulliken analysis, expressed in e, are listed below:
1 H 0.451
2 C 0.197
3 N -0.485
4 N 0.331
5 H 0.251
6 O -0.354
7 O -0.390

***

Entry 7:
# CH2N2O2S

A single CH2N2O2S molecule at a distorted geometry (ωB97M-V/def2-TZVPD, OMol25).

**SMILES**: O=C=NNSO
**LUMO level**: 0.35 eV

Cartesian coordinates (Å):
H1 -0.714 1.462 -1.122
S1 -1.148 -0.955 -0.953
H2 0.792 -2.164 -0.513
O1 1.154 1.005 2.445
C1 0.486 0.892 1.512
N1 -0.550 0.560 -0.660
N2 -0.296 0.908 0.623
O2 0.276 -1.709 -1.333

Atomic charges from the Mulliken analysis, expressed in e, are listed below:
1 H 0.282
2 S 0.119
3 H 0.349
4 O -0.432
5 C 0.507
6 N -0.190
7 N -0.149
8 O -0.486

***

Entry 8:
# CH2N2O2S

A single CH2N2O2S molecule at a distorted geometry (ωB97M-V/def2-TZVPD, OMol25).

**SMILES**: NC(=S)n1oo1
**LUMO level**: 0.03 eV

Cartesian coordinates (Å):
N1 -0.148 -0.417 1.046
O1 -1.013 -1.461 1.264
S1 1.562 -1.537 -0.595
H1 0.811 1.205 -1.600
H2 -0.397 1.627 -0.420
O2 -1.497 -0.157 1.302
N2 0.259 0.956 -0.797
C1 0.423 -0.215 -0.200

Atomic charges from the Mulliken analysis, expressed in e, are listed below:
1 N 0.084
2 O -0.076
3 S -0.301
4 H 0.236
5 H 0.233
6 O -0.173
7 N -0.298
8 C 0.294

***

| no. | molar mass (g/mol) |
| --- | --- |
| 1 | 187.0 |
| 2 | 221.0 |
| 3 | 61.3 |
| 4 | 42.0 |
| 5 | 74.0 |
| 6 | 74.0 |
| 7 | 106.1 |
| 8 | 106.1 |